# 1
{"formula": "C6H8FN", "method": "ωB97M-V/def2-TZVPD", "gap_ev": [6.31, 6.96], "e_above_lowest_kcal_mol": 31.9, "multiplicity": 3, "e_tot_ev": -10553.392, "symbols": ["C", "C", "C", "C", "C", "C", "N", "F", "H", "H", "H", "H", "H", "H", "H", "H"], "positions_angstrom": [[0.693, -1.404, 0.053], [1.256, -0.522, 1.010], [-0.255, 1.242, 1.072], [0.128, -1.338, -1.165], [-1.518, 1.293, 1.654], [0.135, -0.033, -1.982], [0.744, 0.494, 1.556], [-2.351, 2.369, 1.368], [0.684, -2.390, 0.504], [2.067, -0.997, 1.492], [0.088, 1.924, 0.230], [-0.141, -2.270, -1.635], [-1.826, 0.701, 2.537], [1.000, 0.654, -1.856], [-0.824, 0.529, -1.822], [0.121, -0.253, -3.015]]}

---

# 2
{"formula": "C39H75Cl2N5O7P", "method": "ωB97M-V/def2-TZVPD", "charge": 1, "gap_ev": 6.83, "multiplicity": 1, "e_tot_ev": -97768.306, "symbols": ["C", "C", "O", "C", "C", "C", "C", "C", "O", "N", "C", "C", "O", "C", "O", "C", "C", "C", "O", "C", "C", "C", "C", "O", "N", "C", "C", "C", "C", "C", "C", "N", "P", "O", "C", "C", "Cl", "C", "C", "Cl", "H", "H", "H", "H", "H", "H", "H", "H", "H", "H", "H", "H", "H", "H", "H", "H", "H", "H", "H", "H", "H", "H", "H", "H", "H", "H", "H", "H", "H", "H", "H", "H", "H", "H", "H", "H", "H", "H", "H", "H", "H", "H", "H", "H", "H", "C", "C", "N", "C", "C", "C", "C", "H", "H", "H", "H", "H", "H", "H", "H", "H", "H", "H", "H", "H", "H", "H", "C", "C", "N", "C", "C", "C", "C", "H", "H", "H", "H", "H", "H", "H", "H", "H", "H", "H", "H", "H", "H", "H"], "positions_angstrom": [[1.305, 0.793, 4.494], [0.686, 1.039, 3.114], [0.861, -0.039, 2.217], [2.160, -0.134, 1.684], [2.593, 0.994, 0.742], [1.639, 1.314, -0.427], [1.109, -0.048, -0.905], [0.556, -0.094, -2.302], [-0.528, 0.311, -2.611], [1.437, -0.704, -3.264], [1.236, -0.131, -4.594], [1.104, -2.146, -3.281], [0.469, 1.953, 0.146], [0.453, 3.326, 0.222], [1.439, 3.781, 1.115], [1.143, 5.032, 1.697], [2.021, 5.246, 2.966], [2.581, 6.649, 3.013], [3.095, 4.305, 2.963], [0.588, 4.028, -1.156], [-0.630, 4.840, -1.598], [-2.054, 4.358, -1.264], [-2.385, 2.897, -1.490], [-2.469, 2.159, -0.554], [-2.573, 2.515, -2.808], [-3.603, 1.546, -3.090], [-4.557, 1.877, -4.058], [-5.556, 0.963, -4.389], [-5.624, -0.290, -3.788], [-4.678, -0.612, -2.812], [-3.670, 0.299, -2.481], [1.018, 2.964, -2.134], [1.243, 3.613, -3.803], [-0.020, 3.577, -4.536], [2.207, 2.146, -1.599], [3.449, 3.067, -1.550], [4.257, 3.442, -0.026], [4.505, 2.507, -2.550], [5.086, 1.181, -2.085], [5.821, 3.663, -2.768], [1.481, -0.260, 4.681], [0.617, 1.159, 5.252], [2.218, 1.366, 4.627], [-0.387, 1.152, 3.228], [1.050, 1.987, 2.721], [2.866, -0.108, 2.520], [2.277, -1.123, 1.255], [3.551, 0.684, 0.325], [2.783, 1.866, 1.349], [0.296, -0.296, -0.230], [1.891, -0.796, -0.865], [0.343, -0.494, -5.101], [1.192, 0.951, -4.563], [2.095, -0.397, -5.205], [0.300, -2.344, -3.990], [1.960, -2.745, -3.574], [0.764, -2.475, -2.303], [-0.504, 3.593, 0.666], [1.396, 5.827, 0.988], [0.101, 5.083, 2.020], [1.443, 5.006, 3.853], [3.391, 6.771, 2.299], [3.014, 6.807, 3.999], [1.815, 7.410, 2.895], [3.924, 4.782, 2.890], [1.394, 4.745, -1.034], [-0.519, 5.807, -1.112], [-0.590, 5.069, -2.661], [-2.743, 4.992, -1.819], [-2.265, 4.554, -0.220], [-2.804, 3.350, -3.334], [-4.533, 2.834, -4.562], [-6.286, 1.216, -5.142], [-6.371, -1.028, -4.030], [-4.685, -1.566, -2.311], [-2.949, 0.020, -1.736], [0.187, 2.348, -2.252], [2.223, 2.798, -4.378], [1.734, 4.906, -3.568], [2.419, 1.444, -2.403], [3.194, 4.045, -1.954], [4.021, 2.310, -3.502], [4.308, 0.448, -1.878], [5.711, 0.751, -2.861], [5.712, 1.308, -1.210], [-7.836, -2.331, -1.286], [-8.241, -3.358, -0.241], [-7.106, -3.982, 0.413], [-7.467, -5.144, 1.208], [-8.369, -4.936, 2.431], [-6.155, -3.068, 1.022], [-6.667, -2.100, 2.097], [-7.163, -2.774, -2.023], [-8.720, -1.964, -1.808], [-7.341, -1.467, -0.841], [-8.811, -4.145, -0.741], [-8.934, -2.883, 0.472], [-6.547, -5.643, 1.525], [-7.962, -5.854, 0.538], [-7.830, -4.486, 3.263], [-8.741, -5.902, 2.778], [-9.235, -4.315, 2.204], [-5.699, -2.476, 0.224], [-5.332, -3.659, 1.432], [-7.613, -1.635, 1.816], [-5.941, -1.297, 2.241], [-6.798, -2.588, 3.061], [5.125, -2.343, 3.702], [4.386, -3.596, 3.260], [4.797, -4.072, 1.952], [3.916, -5.094, 1.412], [3.825, -6.438, 2.144], [6.222, -4.314, 1.791], [6.895, -5.316, 2.738], [5.025, -1.554, 2.953], [4.707, -1.979, 4.641], [6.187, -2.522, 3.872], [3.320, -3.359, 3.206], [4.491, -4.362, 4.044], [4.198, -5.276, 0.371], [2.909, -4.665, 1.367], [4.707, -7.054, 1.976], [2.968, -7.002, 1.770], [3.690, -6.314, 3.219], [6.739, -3.355, 1.888], [6.400, -4.619, 0.757], [6.580, -5.181, 3.773], [7.977, -5.177, 2.707], [6.699, -6.347, 2.451]]}

---

How do the records compare in M? In the order shown, they have 113.1 827.9 g/mol.